Here is a molecular structure, C34H39F3N3ORuSSe at a distorted geometry from OMol25. Energies are from ωB97M-V with the def2-TZVPD basis set.

Geometry as XYZ:
```
83
Properties=species:S:1:pos:R:3
F 4.917 -0.682 4.130
C 0.091 2.941 0.799
H -3.331 -3.102 2.119
H -4.729 1.884 -1.227
C 2.211 0.137 1.978
H -1.261 6.714 0.771
H -2.409 -1.379 1.996
C 0.040 4.287 0.581
N 0.854 0.069 2.069
H 1.282 6.745 0.658
C -6.342 -1.794 1.308
C -0.169 0.665 -4.771
C -4.973 -1.776 1.522
H 0.156 2.551 1.806
N 0.076 2.029 -0.186
C -4.835 0.245 0.142
H 0.957 0.421 -8.015
H 1.212 7.983 -0.601
O -2.066 0.283 0.954
H -8.777 -1.819 -0.073
Ru 0.086 -0.038 0.036
C 4.444 0.270 3.291
C -0.061 6.274 -1.005
C -1.510 0.202 -6.818
C -0.050 1.442 -2.471
H -6.930 -2.603 1.734
C -0.304 2.369 -6.641
C -0.026 4.772 -0.756
C 1.211 6.905 -0.419
H -0.130 -1.529 -4.920
C -0.130 6.615 -2.493
C 2.279 0.135 4.395
C 2.944 0.170 3.189
H -8.979 -0.756 1.313
H -0.172 2.710 -4.200
H -3.639 2.045 0.163
C -4.379 -2.911 2.329
H -1.495 -0.874 -6.635
H -1.184 2.856 -6.214
H -4.922 -3.828 2.105
H 1.905 0.728 -6.549
C -0.119 -0.670 -4.263
C -6.205 0.174 -0.043
C -2.808 -0.613 1.323
C -8.469 -0.863 0.354
H 1.053 -0.807 -6.747
H 0.004 -1.877 -2.520
C -0.138 1.684 -3.866
H 0.740 6.233 -3.033
H -1.342 7.947 -0.493
C -0.049 3.850 -1.764
C -6.978 -0.821 0.547
F 4.798 1.455 3.839
H -2.406 0.614 -6.347
H 2.853 0.158 5.313
H 0.349 0.048 5.378
H -0.149 7.700 -2.615
C -1.293 6.870 -0.309
H -0.861 0.016 3.202
C -0.248 0.888 -6.274
H -1.034 6.211 -2.957
C 0.221 0.040 3.244
H -2.209 6.414 -0.691
Se -0.026 -2.356 0.174
H 0.060 4.960 1.428
C -4.068 1.341 -0.552
H -1.585 0.360 -7.897
H -0.359 2.471 -7.727
H -3.232 0.941 -1.124
H -8.809 -0.065 -0.305
C -0.006 2.458 -1.492
H -6.687 0.917 -0.670
S 2.791 0.171 0.372
H -0.102 4.170 -2.794
C -0.042 -0.874 -2.921
C 0.993 0.267 -6.933
C -4.215 -0.724 0.965
H 2.102 6.476 -0.883
C 0.891 0.070 4.443
H -4.486 -2.724 3.400
N -0.006 0.126 -2.011
F 5.105 0.149 2.151
H 0.589 2.901 -6.301
```

Multiplicity ... 6
Energy relative to the best compared isomer or geometry (same formula, charge and spin) ... 0.0 kJ/mol
Net charge ... 0
Kohn-Sham gap (spin up / spin down) ... 4.83 / 6.31 eV

Here are the Löwdin charges for atoms 1 to 2, given in e: number 1, F, carries 0.1259; number 2, C, carries -0.1280

=====

Here is a molecular structure, C5H3NO at a distorted geometry from OMol25. Energies are from ωB97M-V with the def2-TZVPD basis set.

Geometry as XYZ:
```
10
Properties=species:S:1:pos:R:3
C -1.870 -0.120 -0.209
H -1.200 1.454 -1.694
O -2.615 -0.204 0.700
N -0.962 -1.236 -0.512
C -1.303 1.154 -0.735
C 0.155 -1.076 0.010
H 1.281 0.272 1.411
H 0.823 -1.933 0.005
C 0.465 0.258 0.723
C -0.417 1.097 0.234
```

Energy relative to the best compared isomer or geometry (same formula, charge and spin) ... 370.0 kJ/mol
Net charge ... 0
Kohn-Sham gap (spin up / spin down) ... 8.51 / 8.51 eV

Here are the natural (NBO) charges for atoms 1 to 2, given in e: number 1, C, carries 0.6391; number 2, H, carries 0.2423

=====

Here is a single C5H6BrClN2O2 molecule at a distorted geometry from OMol25. Energies are from ωB97M-V with the def2-TZVPD basis set.

Geometry as XYZ:
```
17
Properties=species:S:1:pos:R:3
N 0.941 1.275 -0.216
Cl 1.148 2.605 0.877
C -1.923 -0.501 -1.480
Br 2.616 -0.929 -0.432
H 0.914 -1.238 2.392
C 1.164 -0.287 0.500
H 0.444 0.569 2.258
O -0.276 -2.130 -0.007
H -2.815 0.076 -1.159
H 2.169 0.263 2.332
O -0.707 2.046 -1.685
C -0.234 1.176 -0.940
C 1.235 -0.173 1.959
H -1.877 -0.220 -2.489
N -0.805 -0.053 -0.755
C -0.044 -0.947 -0.020
H -1.951 -1.531 -1.134
```

Energy relative to the best compared isomer or geometry (same formula, charge and spin) ... 0.0 kJ/mol
Net charge ... 0
Kohn-Sham gap ... 10.14 eV

Here are the natural (NBO) charges for atoms 1 to 2, given in e: number 1, N, carries -0.4646; number 2, Cl, carries 0.1637

=====

> Which formula does entry 2 have?

C5H3NO